{
  "formula": "C16H19B2ClF4N4O7V",
  "method": "ωB97M-V with the def2-TZVPD basis set",
  "symbols": ["V", "C", "C", "N", "O", "B", "F", "F", "O", "N", "C", "C", "C", "N", "O", "B", "F", "F", "O", "N", "C", "C", "C", "H", "H", "H", "H", "H", "H", "H", "H", "H", "H", "H", "H", "C", "O", "H", "H", "H", "Cl", "C", "C", "C", "C", "C", "C", "C", "O", "O", "H", "H", "H", "H"],
  "positions_angstrom": [[-0.0344, -0.8061, -0.4055], [-3.1454, -1.1171, 2.6729], [-2.2589, -0.7283, 1.5490], [-1.0144, -1.0338, 1.4578], [-0.5175, -1.8758, 2.3712], [0.8801, -1.5458, 2.8585], [0.8640, -0.2616, 3.3801], [1.2447, -2.5362, 3.7013], [1.8426, -1.5795, 1.6816], [1.5625, -0.5744, 0.8266], [2.1870, 0.5416, 0.9673], [3.2921, 0.7541, 1.9296], [1.6575, 1.6254, 0.1158], [0.5206, 1.3290, -0.3988], [0.0213, 2.2021, -1.2857], [-1.4775, 2.3279, -1.3335], [-1.7577, 3.0951, -2.4245], [-1.9335, 2.8074, -0.1210], [-2.1085, 0.9722, -1.5899], [-1.8657, 0.1423, -0.5488], [-2.7267, 0.0789, 0.4000], [-4.0386, 0.7662, 0.3983], [2.3838, 2.9068, -0.0770], [-2.5565, -1.4914, 3.5038], [-3.8351, -1.9005, 2.3485], [-3.7422, -0.2621, 2.9901], [3.7469, -0.1951, 2.1981], [2.8814, 1.1975, 2.8401], [4.0330, 1.4354, 1.5158], [-4.2951, 1.0903, -0.6051], [-3.9779, 1.6495, 1.0382], [-4.8071, 0.1052, 0.7978], [3.3692, 2.7191, -0.5075], [2.5362, 3.3893, 0.8903], [1.8226, 3.5687, -0.7267], [0.3798, -3.8057, 0.0370], [0.2011, -2.4610, -0.3849], [0.8572, -4.3494, -0.7760], [-0.6007, -4.2246, 0.2548], [1.0086, -3.8085, 0.9244], [-1.7004, 1.8671, -8.1200], [-1.4122, 1.0725, -6.6598], [-1.9162, -0.2379, -6.4885], [-1.7004, -0.8799, -5.3012], [-0.9645, -0.2379, -4.2875], [-0.4636, 1.0691, -4.4662], [-0.6903, 1.7279, -5.6442], [-0.8092, -0.9100, -2.9636], [-1.5818, -1.7647, -2.5838], [0.1772, -0.4383, -2.2249], [-2.4689, -0.7017, -7.2933], [-2.0899, -1.8722, -5.1200], [0.0653, 1.5470, -3.6533], [-0.3403, 2.7380, -5.8031]],
  "homo_lumo_gap_ev": 4.366,
  "e_above_lowest_ev": 0.8900,
  "fmax_ev_per_a": 3.36,
  "lumo_ev": -7.0,
  "multiplicity": 1,
  "total_charge": 1
}